1.
{
  "formula": "C29H42Al2BCl4F15N3NaO12PSi",
  "method": "ωB97M-V with the def2-TZVPD basis set",
  "homo_lumo_gap_ev": 0.99,
  "spin_multiplicity": 1,
  "total_charge": 1,
  "mol_weight_g_mol": 1198.3,
  "energy_ha": -6838.85845,
  "elements": ["C", "P", "O", "Si", "C", "C", "O", "C", "C", "F", "F", "C", "F", "F", "C", "F", "F", "C", "F", "F", "C", "C", "C", "N", "O", "H", "H", "H", "H", "H", "H", "H", "H", "H", "H", "H", "H", "H", "H", "H", "H", "H", "H", "Na", "B", "O", "C", "O", "C", "O", "O", "F", "F", "Al", "C", "C", "C", "C", "C", "C", "H", "H", "H", "H", "H", "H", "O", "C", "O", "C", "C", "C", "H", "H", "H", "H", "H", "H", "H", "H", "O", "C", "O", "C", "C", "C", "H", "H", "H", "H", "H", "H", "C", "O", "N", "N", "H", "H", "H", "H", "C", "Cl", "Cl", "Cl", "Cl", "F", "F", "Al", "F", "F", "F"],
  "coordinates": [[4.19, -0.94, 3.47], [2.70, -1.52, 2.42], [2.21, -3.00, 3.17], [3.28, -1.89, 0.32], [2.78, -3.61, -0.35], [1.32, -4.06, 0.05], [0.30, -3.15, -0.42], [-1.02, -3.60, 0.02], [-1.46, -2.81, 1.33], [-0.36, -2.04, 1.76], [-1.67, -3.78, 2.36], [-2.83, -2.02, 1.18], [-3.48, -2.09, 2.44], [-3.72, -2.68, 0.28], [-2.68, -0.46, 0.86], [-2.08, 0.22, 1.96], [-1.80, -0.21, -0.24], [-4.08, 0.30, 0.63], [-4.80, -0.17, -0.48], [-4.81, 0.37, 1.83], [2.52, -0.54, -0.82], [1.42, 0.39, -0.12], [0.71, 1.38, -1.17], [0.03, 2.61, -0.80], [0.74, 1.08, -2.39], [4.44, 0.13, 3.19], [3.81, -0.97, 4.56], [5.07, -1.65, 3.43], [1.66, -2.71, 3.96], [4.76, -1.78, 0.23], [2.80, -3.57, -1.50], [3.54, -4.42, -0.04], [1.12, -5.07, -0.49], [1.21, -4.29, 1.16], [-1.78, -3.59, -0.82], [-0.87, -4.71, 0.31], [-3.78, 1.38, 0.38], [3.39, 0.15, -1.15], [2.05, -0.97, -1.76], [0.65, -0.23, 0.45], [1.94, 1.06, 0.65], [-0.93, 2.45, -0.48], [0.56, 3.19, -0.14], [4.65, 0.87, -1.90], [6.87, 6.79, -0.61], [7.62, 6.06, 0.43], [7.33, 4.77, 0.30], [7.78, 3.89, 1.00], [6.38, 4.60, -0.81], [5.91, 3.55, -1.19], [6.10, 5.77, -1.35], [7.77, 7.46, -1.48], [5.99, 7.73, 0.00], [2.05, -4.66, -2.65], [-6.00, 6.23, -0.92], [-6.11, 4.85, -1.08], [-5.67, 3.99, -0.06], [-5.13, 4.52, 1.11], [-5.02, 5.89, 1.27], [-5.46, 6.75, 0.25], [-6.34, 6.89, -1.71], [-6.54, 4.44, -1.99], [-5.75, 2.92, -0.18], [-4.79, 3.86, 1.90], [-4.60, 6.30, 2.18], [-5.37, 7.83, 0.37], [-1.36, -4.84, -2.86], [-2.56, -4.72, -3.00], [-3.36, -5.78, -2.84], [-4.80, -5.70, -2.76], [-5.42, -5.76, -4.13], [-3.16, -3.41, -3.45], [-5.11, -4.82, -2.19], [-5.12, -6.57, -2.18], [-5.13, -4.90, -4.75], [-6.51, -5.76, -4.06], [-5.11, -6.66, -4.66], [-3.19, -3.38, -4.54], [-2.51, -2.61, -3.09], [-4.14, -3.22, -3.04], [-4.21, -0.86, -5.14], [-3.67, 0.02, -4.51], [-2.91, -0.19, -3.39], [-2.51, 1.07, -2.85], [-2.61, 2.05, -3.99], [-3.75, 1.49, -4.81], [-3.20, 1.33, -2.01], [-1.50, 0.99, -2.45], [-2.76, 3.08, -3.66], [-1.68, 2.01, -4.58], [-4.72, 1.87, -4.46], [-3.62, 1.69, -5.87], [9.58, 7.26, 3.26], [9.87, 7.72, 2.16], [9.08, 6.01, 3.42], [9.73, 7.97, 4.40], [8.84, 5.62, 4.31], [8.96, 5.45, 2.59], [10.09, 8.91, 4.32], [9.50, 7.62, 5.31], [1.26, -7.69, 2.58], [1.39, -5.93, 2.78], [1.12, -8.46, 4.17], [-0.17, -8.07, 1.61], [2.72, -8.30, 1.75], [-3.90, 2.06, -0.54], [0.19, -5.47, 5.34], [-0.36, -4.01, 6.17], [-2.10, -3.82, 5.96], [0.49, -2.60, 5.47], [0.03, -4.13, 7.89]]
}



2.
{
  "formula": "C5H4N2",
  "method": "ωB97M-V with the def2-TZVPD basis set",
  "de_lowest_ev": 2.453,
  "smiles": "C#Cc1ccn[nH]1",
  "homo_lumo_gap_ev": 9.87,
  "spin_multiplicity": 1,
  "mol_weight_g_mol": 92.1,
  "energy_ha": -302.33814,
  "elements": ["C", "C", "C", "C", "C", "N", "N", "H", "H", "H", "H"],
  "coordinates": [[-0.34, 1.10, 2.34], [0.21, 0.37, 1.56], [0.35, -0.28, 0.30], [0.99, 0.16, -0.84], [0.17, -0.31, -1.88], [-0.85, -1.04, -1.44], [-0.70, -1.03, -0.12], [-0.92, 1.81, 2.88], [1.87, 0.78, -0.89], [0.24, -0.07, -2.94], [-1.40, -1.43, 0.49]]
}



3.
{
  "formula": "C20H55N5O5",
  "method": "ωB97M-V with the def2-TZVPD basis set",
  "de_lowest_ev": 3.473,
  "smiles": "COC[C@H](C)N.COC[C@H](C)N.COC[C@H](C)N.COC[C@H](C)N.COC[C@H](C)N",
  "homo_lumo_gap_ev": 9.64,
  "spin_multiplicity": 1,
  "mol_weight_g_mol": 445.7,
  "energy_ha": -1444.76754,
  "elements": ["C", "O", "C", "C", "C", "N", "H", "H", "H", "H", "H", "H", "H", "H", "H", "H", "H", "C", "O", "C", "C", "C", "N", "H", "H", "H", "H", "H", "H", "H", "H", "H", "H", "H", "C", "O", "C", "C", "C", "N", "H", "H", "H", "H", "H", "H", "H", "H", "H", "H", "H", "C", "O", "C", "C", "C", "N", "H", "H", "H", "H", "H", "H", "H", "H", "H", "H", "H", "C", "O", "C", "C", "C", "N", "H", "H", "H", "H", "H", "H", "H", "H", "H", "H", "H"],
  "coordinates": [[-6.62, 25.74, 5.69], [-6.64, 26.66, 6.82], [-5.41, 27.44, 7.06], [-5.21, 27.66, 8.62], [-4.27, 28.80, 9.06], [-4.75, 26.49, 9.39], [-5.93, 24.90, 5.70], [-6.44, 26.41, 4.85], [-7.56, 25.20, 5.76], [-4.53, 26.85, 6.81], [-5.49, 28.42, 6.58], [-6.17, 27.97, 9.04], [-4.46, 29.80, 8.68], [-3.30, 28.71, 8.56], [-4.16, 28.98, 10.13], [-5.34, 25.70, 9.16], [-3.86, 26.23, 9.00], [-6.78, 22.00, 4.53], [-6.64, 21.11, 3.43], [-7.02, 19.79, 3.77], [-6.79, 18.88, 2.55], [-7.29, 17.43, 2.52], [-5.32, 18.82, 2.35], [-6.62, 23.06, 4.32], [-6.20, 21.71, 5.41], [-7.82, 21.87, 4.82], [-6.59, 19.35, 4.67], [-8.08, 19.83, 4.03], [-7.25, 19.33, 1.66], [-8.35, 17.54, 2.77], [-6.80, 16.77, 3.23], [-7.25, 16.97, 1.54], [-5.19, 18.71, 1.35], [-5.18, 19.75, 2.71], [-6.90, 19.34, -1.36], [-5.66, 18.55, -1.31], [-5.43, 17.83, -2.55], [-5.26, 16.30, -2.41], [-4.64, 15.62, -3.64], [-6.57, 15.68, -2.30], [-6.78, 20.18, -0.67], [-7.74, 18.76, -0.99], [-7.17, 19.78, -2.32], [-6.16, 18.05, -3.32], [-4.50, 18.29, -2.90], [-4.76, 16.03, -1.47], [-4.69, 16.36, -4.44], [-5.29, 14.89, -4.12], [-3.70, 15.13, -3.38], [-7.25, 16.06, -2.95], [-6.51, 14.75, -2.69], [-2.50, 20.00, 9.25], [-3.42, 19.85, 8.20], [-2.86, 19.00, 7.20], [-3.93, 18.67, 6.15], [-5.18, 18.18, 6.87], [-3.59, 17.89, 4.99], [-2.22, 19.02, 9.62], [-2.96, 20.61, 10.03], [-1.60, 20.47, 8.85], [-1.91, 19.36, 6.82], [-2.58, 18.06, 7.67], [-4.11, 19.67, 5.75], [-5.70, 18.89, 7.51], [-5.00, 17.33, 7.53], [-5.95, 17.83, 6.17], [-3.40, 16.94, 5.27], [-4.39, 17.75, 4.39], [-8.51, 11.12, 5.14], [-8.42, 11.58, 3.85], [-8.82, 12.92, 3.72], [-8.58, 13.41, 2.28], [-7.09, 13.57, 1.85], [-9.33, 14.67, 2.22], [-7.85, 11.74, 5.74], [-8.18, 10.08, 5.10], [-9.56, 11.20, 5.44], [-9.84, 13.05, 4.07], [-8.27, 13.59, 4.38], [-8.96, 12.66, 1.58], [-6.82, 12.52, 1.93], [-6.66, 14.28, 2.55], [-7.10, 13.97, 0.84], [-9.42, 14.82, 1.23], [-10.28, 14.45, 2.48]]
}



4.
{
  "formula": "C52H52BClF5NO17S",
  "method": "ωB97M-V with the def2-TZVPD basis set",
  "smiles": "CCB(O)[C@@]1(O)[C@@H](CCCC(F)(F)C(F)(F)F)[C@](C)(CCCCl)[C@H](CN)OS1(=O)=O.O=C1C=CC(=O)C=C1.O=C1C=CC(=O)C=C1.O=C1C=CC(=O)C=C1.O=C1C=CC(=O)C=C1.O=C1C=CC(=O)C=C1.O=C1C=CC(=O)C=C1",
  "homo_lumo_gap_ev": 7.65,
  "spin_multiplicity": 1,
  "mol_weight_g_mol": 1136.3,
  "energy_ha": -4728.94393,
  "elements": ["C", "C", "B", "O", "C", "O", "C", "C", "C", "C", "C", "F", "F", "C", "F", "F", "F", "C", "C", "C", "C", "C", "Cl", "C", "C", "N", "O", "S", "O", "O", "H", "H", "H", "H", "H", "H", "H", "H", "H", "H", "H", "H", "H", "H", "H", "H", "H", "H", "H", "H", "H", "H", "H", "H", "H", "H", "H", "H", "O", "C", "C", "C", "C", "O", "C", "C", "H", "H", "H", "H", "O", "C", "C", "C", "C", "O", "C", "C", "H", "H", "H", "H", "O", "C", "C", "C", "C", "O", "C", "C", "H", "H", "H", "H", "O", "C", "C", "C", "C", "O", "C", "C", "H", "H", "H", "H", "O", "C", "C", "C", "C", "O", "C", "C", "H", "H", "H", "H", "O", "C", "C", "C", "C", "O", "C", "C", "H", "H", "H", "H"],
  "coordinates": [[-3.18, 0.71, 2.71], [-2.26, -0.11, 1.80], [-1.50, -1.28, 2.52], [-1.84, -1.70, 3.79], [-0.29, -1.98, 1.71], [-0.91, -2.35, 0.47], [0.94, -1.04, 1.57], [1.26, -0.41, 2.95], [0.77, 1.04, 3.16], [1.90, 2.03, 3.55], [1.88, 3.34, 2.79], [2.38, 4.33, 3.59], [0.63, 3.73, 2.43], [2.74, 3.38, 1.51], [2.86, 4.61, 1.05], [2.16, 2.64, 0.55], [3.95, 2.89, 1.73], [2.18, -1.69, 0.89], [3.38, -0.73, 0.84], [1.94, -2.21, -0.56], [2.00, -1.19, -1.71], [1.03, -0.01, -1.65], [0.46, 0.45, -3.30], [2.57, -2.89, 1.77], [3.95, -3.51, 1.52], [4.93, -3.16, 2.57], [1.53, -3.92, 1.63], [0.21, -3.57, 2.45], [0.58, -3.36, 3.82], [-0.75, -4.58, 2.11], [-2.65, 1.14, 3.56], [-3.64, 1.53, 2.15], [-3.99, 0.10, 3.11], [-2.84, -0.54, 0.97], [-1.52, 0.55, 1.32], [-2.73, -2.04, 3.90], [-0.60, -1.77, -0.23], [0.60, -0.21, 0.94], [2.34, -0.42, 3.11], [0.87, -1.05, 3.75], [0.05, 1.04, 3.97], [0.23, 1.41, 2.29], [2.88, 1.58, 3.44], [1.80, 2.31, 4.60], [3.07, 0.30, 0.64], [4.09, -1.08, 0.09], [3.92, -0.71, 1.79], [2.76, -2.91, -0.76], [1.04, -2.81, -0.66], [1.76, -1.74, -2.63], [3.01, -0.81, -1.87], [0.12, -0.20, -1.10], [1.50, 0.90, -1.27], [2.55, -2.60, 2.82], [3.82, -4.60, 1.54], [4.34, -3.26, 0.54], [4.57, -2.43, 3.17], [5.06, -3.96, 3.17], [3.52, -1.20, -9.97], [3.46, -1.15, -8.76], [2.29, -0.53, -8.08], [2.21, -0.47, -6.76], [3.29, -1.03, -5.90], [3.20, -1.00, -4.69], [4.46, -1.64, -6.57], [4.53, -1.70, -7.90], [1.51, -0.13, -8.73], [1.36, -0.03, -6.24], [5.23, -2.04, -5.93], [5.37, -2.15, -8.41], [5.19, -4.31, -5.09], [4.24, -5.06, -5.07], [2.89, -4.57, -4.70], [1.84, -5.39, -4.67], [1.98, -6.83, -5.02], [1.02, -7.57, -5.00], [3.33, -7.32, -5.39], [4.38, -6.50, -5.41], [2.81, -3.52, -4.44], [0.84, -5.06, -4.40], [3.41, -8.37, -5.63], [5.37, -6.83, -5.67], [-9.20, -0.40, -2.14], [-8.03, -0.42, -1.83], [-7.28, 0.85, -1.61], [-5.99, 0.83, -1.28], [-5.25, -0.45, -1.12], [-4.08, -0.46, -0.82], [-6.00, -1.71, -1.35], [-7.29, -1.70, -1.68], [-7.84, 1.76, -1.73], [-5.42, 1.73, -1.11], [-5.44, -2.63, -1.23], [-7.86, -2.60, -1.85], [-15.09, 0.53, -3.14], [-14.08, 1.19, -3.23], [-12.73, 0.58, -3.11], [-11.63, 1.31, -3.20], [-11.70, 2.78, -3.43], [-10.69, 3.45, -3.51], [-13.04, 3.39, -3.56], [-14.15, 2.66, -3.47], [-12.71, -0.49, -2.94], [-10.63, 0.89, -3.11], [-13.07, 4.46, -3.73], [-15.14, 3.08, -3.55], [4.69, -0.01, 4.04], [5.51, -0.22, 4.91], [6.78, 0.54, 4.97], [7.68, 0.30, 5.92], [7.44, -0.72, 6.97], [8.25, -0.93, 7.84], [6.16, -1.48, 6.91], [5.27, -1.24, 5.96], [6.94, 1.28, 4.19], [8.62, 0.84, 5.99], [6.01, -2.22, 7.68], [4.33, -1.77, 5.89], [2.29, 9.80, 1.71], [1.66, 9.29, 2.62], [1.39, 7.83, 2.64], [0.70, 7.27, 3.63], [0.17, 8.08, 4.76], [-0.45, 7.58, 5.66], [0.45, 9.54, 4.73], [1.14, 10.10, 3.74], [1.78, 7.25, 1.81], [0.49, 6.21, 3.67], [0.05, 10.12, 5.56], [1.35, 11.16, 3.70]]
}



5.
{
  "formula": "C36H15B6F9O54Y",
  "method": "ωB97M-V with the def2-TZVPD basis set",
  "de_lowest_ev": 0.000,
  "homo_lumo_gap_ev": 0.99,
  "spin_multiplicity": 1,
  "total_charge": -3,
  "mol_weight_g_mol": 1636.2,
  "energy_ha": -6531.06335,
  "elements": ["Y", "O", "C", "O", "B", "O", "C", "O", "O", "C", "O", "C", "O", "O", "O", "C", "O", "B", "O", "C", "O", "O", "C", "O", "C", "O", "O", "O", "C", "O", "B", "O", "C", "O", "O", "C", "O", "C", "O", "O", "O", "C", "O", "B", "O", "C", "O", "O", "C", "O", "C", "O", "O", "O", "C", "O", "B", "O", "C", "O", "O", "C", "O", "C", "O", "O", "O", "C", "O", "B", "O", "C", "O", "O", "C", "O", "C", "O", "O", "C", "C", "O", "C", "O", "C", "F", "F", "F", "H", "H", "H", "H", "H", "C", "C", "O", "C", "O", "C", "F", "F", "F", "H", "H", "H", "H", "H", "C", "C", "O", "C", "O", "C", "F", "F", "F", "H", "H", "H", "H", "H"],
  "coordinates": [[-0.08, -0.63, -0.66], [6.26, 2.88, -1.90], [5.98, 3.32, -0.77], [6.52, 4.30, -0.04], [5.99, 4.40, 1.33], [5.09, 3.23, 1.42], [4.94, 2.68, 0.25], [4.15, 1.80, -0.12], [5.44, 5.80, 1.62], [6.25, 6.39, 2.51], [6.10, 7.51, 3.00], [7.23, 5.28, 2.98], [7.10, 4.28, 2.29], [8.00, 5.45, 3.91], [0.82, -5.36, -3.05], [0.58, -6.49, -3.56], [1.24, -7.59, -3.28], [0.81, -8.69, -4.10], [-0.41, -8.20, -4.78], [-0.49, -6.92, -4.59], [-1.25, -6.14, -5.15], [0.53, -9.90, -3.31], [1.15, -10.95, -3.73], [0.95, -12.10, -3.34], [1.94, -10.45, -4.98], [1.82, -9.16, -5.06], [2.46, -11.22, -5.71], [1.96, 10.15, 1.50], [1.37, 9.51, 0.55], [0.32, 8.64, 0.70], [0.20, 7.83, -0.55], [1.04, 8.60, -1.55], [1.75, 9.45, -0.96], [2.62, 10.22, -1.44], [-1.20, 7.81, -1.01], [-1.50, 6.51, -1.13], [-2.63, 6.05, -1.46], [-0.22, 5.69, -0.93], [0.72, 6.44, -0.50], [-0.22, 4.47, -1.10], [-6.27, 7.34, 3.92], [-6.37, 6.13, 3.89], [-6.26, 5.28, 2.87], [-6.32, 3.88, 3.36], [-6.53, 4.06, 4.82], [-6.47, 5.32, 5.16], [-6.49, 5.88, 6.27], [-5.03, 3.27, 3.07], [-5.09, 2.37, 2.13], [-4.24, 1.64, 1.64], [-6.68, 2.20, 1.86], [-7.32, 3.09, 2.53], [-7.18, 1.46, 1.03], [-1.63, -11.47, 3.66], [-2.14, -10.64, 2.90], [-2.31, -9.42, 3.07], [-2.85, -8.79, 1.83], [-2.91, -9.93, 0.91], [-2.49, -11.02, 1.47], [-2.15, -12.07, 0.87], [-2.02, -7.73, 1.29], [-2.63, -6.54, 1.45], [-2.12, -5.40, 1.32], [-4.10, -6.87, 1.85], [-4.18, -8.19, 2.04], [-4.94, -5.98, 2.02], [1.49, 1.24, 6.47], [1.07, 2.35, 6.10], [0.91, 3.49, 6.74], [0.65, 4.64, 5.80], [0.39, 3.98, 4.52], [0.55, 2.66, 4.66], [0.45, 1.91, 3.75], [1.69, 5.72, 5.66], [1.17, 6.89, 5.97], [1.82, 7.89, 6.22], [-0.27, 6.65, 6.42], [-0.54, 5.40, 6.28], [-1.04, 7.48, 6.87], [2.50, 4.48, -6.71], [1.53, 3.40, -6.27], [2.00, 2.15, -6.81], [1.82, 0.99, -6.12], [1.17, 0.86, -5.07], [2.64, -0.19, -6.76], [3.52, 0.15, -7.78], [3.21, -0.89, -5.82], [1.76, -1.01, -7.34], [3.55, 4.18, -6.68], [2.19, 5.41, -6.25], [2.21, 4.62, -7.75], [0.52, 3.52, -6.65], [1.52, 3.38, -5.18], [6.60, -1.54, 4.75], [5.52, -1.89, 3.77], [4.92, -3.22, 3.91], [4.00, -3.64, 3.03], [3.35, -2.86, 2.31], [3.75, -5.26, 3.08], [4.78, -5.89, 3.61], [2.66, -5.47, 3.86], [3.50, -5.81, 1.89], [6.71, -0.46, 4.69], [7.53, -2.08, 4.56], [6.51, -1.99, 5.74], [6.05, -1.79, 2.82], [4.72, -1.15, 3.72], [-7.81, -3.85, -3.54], [-6.30, -3.45, -3.67], [-6.14, -2.11, -4.15], [-5.04, -1.35, -3.98], [-4.08, -1.65, -3.32], [-5.03, -0.08, -4.89], [-6.24, 0.53, -4.97], [-4.16, 0.81, -4.45], [-4.65, -0.46, -6.10], [-7.98, -4.82, -3.08], [-8.36, -3.75, -4.48], [-8.35, -3.17, -2.88], [-5.81, -4.16, -4.34], [-5.75, -3.55, -2.73]]
}



6.
{
  "formula": "C4H4N2O",
  "method": "ωB97M-V with the def2-TZVPD basis set",
  "de_lowest_ev": 3.431,
  "smiles": "[H]/N=c1/cncco1",
  "homo_lumo_gap_ev": 9.37,
  "spin_multiplicity": 1,
  "mol_weight_g_mol": 96.1,
  "energy_ha": -339.45558,
  "elements": ["H", "N", "C", "C", "N", "C", "C", "O", "H", "H", "H"],
  "coordinates": [[2.63, 1.31, 0.03], [2.41, 0.29, 0.02], [1.15, 0.07, 0.01], [0.27, -1.48, -0.01], [-1.00, -1.56, -0.02], [-1.66, -0.30, -0.01], [-1.03, 0.88, 0.00], [0.29, 1.14, 0.00], [1.26, -1.82, -0.01], [-2.74, -0.32, -0.01], [-1.58, 1.81, 0.01]]
}